(1)
{
  "formula": "C6H8FN",
  "method": "wB97M-V/def2-TZVPD",
  "lumo_ev": 0.8,
  "homo_ev": -8.82,
  "relative_energy_kcal_mol": 105.4,
  "mol_weight_g_mol": 113.1,
  "fmax_ha_per_bohr": 0.1085,
  "gap_ev": 9.644,
  "total_charge": 0,
  "e_tot_ha": -387.8703,
  "species": ["C", "C", "C", "C", "C", "C", "N", "F", "H", "H", "H", "H", "H", "H", "H", "H"],
  "positions_angstrom": [[-0.138520, 1.704687, -0.226061], [1.208599, 1.186593, -0.209651], [-1.065883, 0.987855, 0.405432], [1.599492, -0.030372, 0.098548], [-0.771235, -0.265939, 1.151627], [-0.215259, -1.626330, -0.848383], [0.076754, -1.230471, 0.556538], [2.745455, -0.571036, 0.043773], [-0.395081, 2.784068, -0.529302], [1.888087, 1.849116, -0.889268], [-2.072167, 1.292395, 0.522045], [-0.471989, -0.111496, 2.148614], [-1.786339, -0.784346, 1.221842], [0.741288, -2.356026, -1.095721], [-1.253727, -2.085695, -0.867130], [-0.089478, -0.743010, -1.482906]],
  "forces_ev_per_angstrom": [[-1.437, 1.012, 0.989], [2.154, 2.225, -3.031], [0.353, 0.403, 0.277], [-5.117, -1.718, 1.414], [-2.964, -1.280, -1.474], [1.957, -1.138, 0.781], [4.786, 1.761, -1.548], [1.548, -0.814, -0.106], [0.728, -2.015, -0.009], [-0.449, -1.275, 1.810], [-0.842, 0.717, -0.150], [0.567, 0.522, 1.334], [0.962, 0.324, 0.172], [-2.979, 1.389, 0.265], [1.406, 0.257, -0.345], [-0.674, -0.370, -0.379]]
}

(2)
{
  "formula": "AgBr",
  "method": "wB97M-V/def2-TZVPD",
  "lumo_ev": [-7.7, -7.7],
  "homo_ev": [-14.80, -14.37],
  "relative_energy_kcal_mol": 17.8,
  "mol_weight_g_mol": 187.8,
  "fmax_ha_per_bohr": 0.0030,
  "gap_ev": [7.102, 6.678],
  "total_charge": 1,
  "e_tot_ha": -2720.6045,
  "spin_multiplicity": 2,
  "species": ["Ag", "Br"],
  "positions_angstrom": [[-0.862744, -0.217701, -2.041526], [0.862744, 0.217701, 2.041526]],
  "forces_ev_per_angstrom": [[0.057, 0.015, 0.140], [-0.057, -0.015, -0.140]]
}